Record 1
The following is a quantum chemistry calculation of C7H15CrF8N6O20S4 as an isolated structure, from the OMol25 dataset.

Positions of all 61 atoms, in Å:
1 Cr -0.478432 0.080086 0.210667
2 C -2.664615 3.136833 -2.809292
3 F -3.717730 2.645124 -2.246255
4 F -2.308491 2.407937 -3.903372
5 F -2.927212 4.418266 -3.141219
6 S -1.141268 3.065569 -1.499813
7 O 0.065862 3.617896 -2.244724
8 O -1.476656 3.968983 -0.414983
9 O -0.950655 1.704997 -1.021190
10 C 1.965196 -0.410533 -3.643806
11 F 2.301559 -1.073106 -4.764517
12 F 3.010009 -0.104484 -2.871254
13 F 1.384479 0.746746 -3.914676
14 S 0.709205 -1.548580 -2.625081
15 O 0.390014 -0.738817 -1.442264
16 O -0.389740 -1.777842 -3.561128
17 O 1.426826 -2.842844 -2.363883
18 N -0.394940 -1.417426 1.569883
19 S -0.584886 -2.973964 1.674909
20 O -1.913193 -3.482902 1.989112
21 O 0.543498 -3.925220 1.701150
22 F -0.898756 -3.030900 0.125394
23 S 0.112464 -1.432735 3.278788
24 O 1.445234 -1.649514 3.695387
25 O -0.981881 -1.914784 4.120304
26 F -0.096423 0.125510 3.493572
27 C -0.139665 4.494130 2.862147
28 N 0.658858 3.272040 2.566053
29 O 1.831712 3.250790 2.973579
30 O 0.110122 2.317204 1.877091
31 H 0.129462 4.861146 3.852587
32 H -1.201414 4.263953 2.773771
33 H 0.023356 5.296964 2.143124
34 C -3.266819 -0.713611 -2.945252
35 N -3.018659 -1.474869 -1.665672
36 O -3.576119 -2.589130 -1.439774
37 O -2.296304 -0.910690 -0.899756
38 H -2.292874 -0.414308 -3.332488
39 H -3.902419 0.155994 -2.778264
40 H -3.701766 -1.450169 -3.620834
41 C 3.848349 -3.781609 -0.561915
42 N 4.714953 -2.930266 -1.377448
43 O 5.237493 -3.403479 -2.351979
44 O 4.937942 -1.842371 -0.924767
45 H 3.436099 -4.635046 -1.100230
46 H 3.024440 -3.233911 -0.104417
47 H 4.501993 -4.129762 0.237863
48 C 3.909210 0.429626 1.563677
49 N 2.854598 0.816232 0.616233
50 O 3.127069 1.609440 -0.316844
51 O 1.720629 0.329515 0.745238
52 H 3.521722 -0.338640 2.232797
53 H 4.058045 1.303418 2.198054
54 H 4.807403 0.188225 0.995273
55 C -3.942807 -0.306758 2.556763
56 N -3.268475 0.899910 2.078146
57 O -3.624652 1.963676 2.529150
58 O -2.398846 0.795413 1.244519
59 H -4.109222 -0.206637 3.629317
60 H -3.266534 -1.138007 2.357306
61 H -4.876350 -0.342709 1.995242

Cartesian forces (eV/Å) of the 6 atoms listed first:
Cr -0.444 1.526 -1.065
C 3.304 0.436 0.556
F -1.542 -0.885 0.351
F -0.719 0.818 0.741
F 0.417 -1.032 -0.105
S 4.119 4.186 -1.174

Values from the calculation:
Multiplicity: 5
Gap between HOMO and LUMO (spin up / spin down): 8.1 / 8.4 eV
Charge: -1
Calculated total energy: -5544.80537 Eh
HOMO energy (spin up / spin down): -7.001 / -7.159 eV

Here are the Löwdin charges for atoms 1 to 5, given in e:
1 Cr 0.784
2 C -0.612
3 F 0.155
4 F 0.105
5 F 0.123

=====

Record 2
The following is a quantum chemistry calculation of C51H70N6O3Tl as an isolated structure, from the OMol25 dataset.

Positions of all 131 atoms, in Å:
1 Tl -0.108010 -0.918958 -2.186986
2 C 0.702617 -4.321467 -1.686923
3 N 1.453097 -3.097789 -1.920087
4 C 2.083901 -3.122260 -3.232406
5 C 2.453248 -2.828935 -0.896228
6 C 1.866091 -2.579075 0.481090
7 N 1.155010 -1.290618 0.674559
8 C 2.111064 -0.222140 1.013585
9 C 3.288932 0.171670 0.138658
10 C 4.463475 0.408385 0.799446
11 C 5.551290 1.089263 0.217812
12 C 5.375936 1.613969 -1.066876
13 C 4.230294 1.422790 -1.808359
14 C 3.200405 0.543168 -1.266423
15 O 2.354676 0.010226 -2.023775
16 C 4.118875 2.027621 -3.208132
17 C 5.039269 3.249084 -3.353857
18 C 2.701660 2.515093 -3.539954
19 C 4.546459 0.958195 -4.228007
20 C 6.818653 1.300591 1.029976
21 C 7.871538 2.101659 0.262660
22 C 7.412556 -0.069625 1.392373
23 C 6.474201 2.065189 2.319225
24 C 0.288040 -1.491704 1.856134
25 C -0.984514 -0.652563 2.163126
26 C -1.131388 -0.621271 3.684481
27 C -2.297779 -0.431020 4.302147
28 C -3.463300 -0.036748 3.447906
29 C -3.625707 -0.792088 2.092335
30 C -2.246363 -1.427626 1.725697
31 O -2.162713 -2.484593 1.160240
32 C -4.792291 -1.641948 1.553928
33 C -6.160730 -1.047637 1.934959
34 C -4.599128 -1.619263 -0.008053
35 C -4.805766 -3.093283 2.053840
36 C -2.506648 -0.528685 5.801053
37 C -2.956699 0.837169 6.339803
38 C -3.599659 -1.575156 6.078489
39 C -1.236730 -0.956504 6.536116
40 H 1.362173 -5.193715 -1.553967
41 H 0.055471 -4.512132 -2.542506
42 H 0.063513 -4.228009 -0.809228
43 H 2.803140 -3.949725 -3.331412
44 H 2.611682 -2.182750 -3.398635
45 H 1.324070 -3.235013 -4.006467
46 H 3.018131 -1.965787 -1.225260
47 H 3.162827 -3.670278 -0.802689
48 H 2.682185 -2.668618 1.215836
49 H 1.163678 -3.378409 0.704405
50 H 2.548076 -0.456809 1.997314
51 H 1.542068 0.698354 1.154275
52 H 4.544952 0.083118 1.830000
53 H 6.175531 2.196400 -1.495830
54 H 4.905351 3.945563 -2.523983
55 H 4.791439 3.773676 -4.276908
56 H 6.093789 2.975642 -3.411577
57 H 2.446485 3.393436 -2.942129
58 H 1.957930 1.749081 -3.356199
59 H 2.666607 2.803008 -4.593070
60 H 5.574227 0.638838 -4.047009
61 H 4.486725 1.363198 -5.239968
62 H 3.895382 0.085563 -4.166047
63 H 8.185218 1.583637 -0.645406
64 H 8.751814 2.235255 0.891381
65 H 7.504768 3.093076 -0.008945
66 H 7.715852 -0.608359 0.493076
67 H 6.695552 -0.689878 1.931794
68 H 8.290435 0.061408 2.026448
69 H 5.970946 3.006106 2.089090
70 H 7.388534 2.291431 2.868890
71 H 5.826504 1.484501 2.977034
72 H 0.921942 -1.439562 2.753354
73 H -0.081203 -2.512063 1.802216
74 H -0.248834 -0.871751 4.257548
75 H -4.401807 0.040605 3.990210
76 H -6.434004 -0.157417 1.368996
77 H -6.200594 -0.797545 2.996565
78 H -6.937626 -1.788522 1.749701
79 H -4.512531 0.184149 -1.103633
80 H -5.566089 -1.617574 -0.509604
81 H -4.036269 -2.486578 -0.329849
82 H -4.937968 -3.092198 3.138629
83 H -3.894930 -3.629522 1.816167
84 H -5.646173 -3.633640 1.615924
85 H -3.891151 1.168890 5.882100
86 H -2.196077 1.597578 6.152176
87 H -3.119421 0.775050 7.416665
88 H -4.569781 -1.273480 5.680183
89 H -3.715235 -1.709222 7.154694
90 H -3.330745 -2.539531 5.642541
91 H -0.453660 -0.199726 6.461020
92 H -0.851965 -1.901647 6.149464
93 H -1.463835 -1.098629 7.592929
94 O -0.636918 0.857151 -4.683094
95 C -1.670772 1.783102 -4.428746
96 C -1.500138 2.530294 -3.123698
97 C -2.194321 3.714629 -2.886419
98 C -1.987518 4.384881 -1.695916
99 C -1.081341 3.865329 -0.779231
100 C -0.437451 2.686553 -1.102573
101 N -0.648114 2.023763 -2.239724
102 H 0.208579 1.310107 -4.583588
103 H -2.600500 1.209747 -4.413230
104 H -1.753574 2.511249 -5.243173
105 H -2.866415 4.110203 -3.637357
106 H -2.506009 5.312501 -1.491544
107 H -0.872411 4.367440 0.155316
108 H 0.301084 2.251404 -0.434246
109 C -4.806327 -0.979779 -5.590646
110 C -3.601629 -1.629992 -5.326544
111 C -3.044487 -1.603483 -4.067839
112 C -3.674665 -0.928255 -2.997799
113 C -4.886429 -0.265711 -3.285978
114 C -5.431350 -0.296418 -4.565406
115 N -3.021491 -0.993621 -1.788133
116 N -3.794448 -0.448181 -0.733060
117 C -2.995528 0.385487 0.216620
118 C -3.799985 0.601338 1.411298
119 C -3.228078 1.328127 2.622723
120 C -1.833679 1.692854 2.361030
121 C -1.094508 0.774041 1.459107
122 N -1.746698 0.469014 0.155571
123 H -5.249527 -1.015249 -6.576049
124 H -3.097028 -2.165948 -6.120743
125 H -2.113888 -2.117279 -3.859521
126 H -5.434044 0.294528 -2.531086
127 H -6.361122 0.225985 -4.754498
128 H -4.832647 0.859144 1.210940
129 H -3.826501 2.150658 3.008145
130 H -1.294240 2.385956 2.988716
131 H -0.106845 1.155842 1.236498

Cartesian forces (eV/Å) of the 6 atoms listed first:
Tl -0.795 0.329 0.078
C -0.015 -0.072 0.033
N 0.316 -0.245 0.026
C 0.067 -0.077 -0.022
C -0.022 -0.082 0.138
C 0.145 0.155 -0.033

Values from the calculation:
Multiplicity: 1
Gap between HOMO and LUMO (spin up / spin down): 4.6 / 6.1 eV
Charge: +1
Calculated total energy: -2711.70093 Eh
HOMO energy (spin up / spin down): -8.787 / -8.788 eV

Here are the Löwdin charges for atoms 1 to 5, given in e:
1 Tl 0.997
2 C -0.086
3 N -0.385
4 C -0.114
5 C -0.198

=====

In order of appearance, max |F| = 10.88 0.86 eV Å⁻¹.